Record 1
ORCA calculation (ωB97M-V/def2-TZVPD) on a single CH5N2PS molecule.

The calculation puts the orbital gap (alpha / beta) at 0.301 / 0.301 Eh.

Positions of all 10 atoms, in Å:
S1 -2.673 -1.254 0.024
P1 -3.629 0.567 0.118
N1 0.157 -1.209 0.020
N2 -0.700 -0.398 0.004
C1 1.556 -0.990 -0.018
H1 1.918 -1.377 -0.972
H2 -3.053 1.020 1.305
H3 -2.701 1.253 -0.663
H4 1.836 0.066 0.079
H5 2.007 -1.583 0.777



Record 2
ORCA calculation (ωB97M-V/def2-TZVPD) on 2 unconnected molecules or ions with the total composition CH5N2PS.

The calculation puts the orbital gap (alpha / beta) at 0.251 / 0.296 Eh.

Positions of all 10 atoms, in Å:
S1 2.188 -1.118 0.240
P1 -1.759 -1.844 -0.091
N1 1.835 0.260 -0.369
N2 1.074 1.186 -0.443
C1 -0.168 1.318 0.259
H1 -0.369 0.469 0.921
H2 -1.068 -1.379 -1.216
H3 -0.132 2.248 0.831
H4 -0.639 -2.546 0.348
H5 -0.964 1.406 -0.479



Record 3
ORCA calculation (ωB97M-V/def2-TZVPD) on 2 unconnected molecules or ions with the total composition CH5N2S.

The total charge is -1. The calculation puts the orbital gap at 0.255 Eh.

Positions of all 9 atoms, in Å:
S1 1.460 -1.207 -1.684
N1 -1.006 0.541 1.585
N2 -0.623 0.816 -0.708
C1 -0.448 0.145 0.356
H1 -1.447 1.448 1.716
H2 2.270 -1.587 -2.677
H3 0.094 0.401 -1.376
H4 0.217 -0.738 0.396
H5 -0.517 0.181 2.392



Record 4
ORCA calculation (ωB97M-V/def2-TZVPD) on a gas-phase ion, CH5N2S (charge +1).

The total charge is +1. The calculation puts the orbital gap at 0.345 Eh.

Positions of all 9 atoms, in Å:
S1 2.728 -0.117 -0.115
N1 1.085 -0.459 0.158
N2 -1.450 -0.412 -0.234
C1 0.069 0.300 -0.063
H1 0.238 1.417 -0.210
H2 2.716 1.079 -0.546
H3 -1.420 -1.351 0.261
H4 1.165 -1.525 0.420
H5 -2.305 0.175 -0.111



Record 5
ORCA calculation (ωB97M-V/def2-TZVPD) on a gas-phase ion, CH5N2S (charge +1).

The total charge is +1. The calculation puts the orbital gap at 0.367 Eh.

Positions of all 9 atoms, in Å:
S1 2.100 -0.361 0.059
N1 -0.861 -1.054 0.096
N2 0.637 0.670 0.087
C1 -0.618 0.229 0.278
H1 -0.081 -1.591 -0.312
H2 -1.891 -1.307 0.213
H3 -1.352 0.988 0.530
H4 0.966 1.533 0.298
H5 2.875 0.781 -0.329



Record 6
ORCA calculation (ωB97M-V/def2-TZVPD) on a gas-phase ion, CH5N2S (charge +1).

The total charge is +1. The calculation puts the orbital gap at 0.336 Eh.

Positions of all 9 atoms, in Å:
S1 -2.021 -0.039 -0.014
N1 1.707 -0.040 0.142
N2 -0.435 0.466 -0.098
C1 0.501 -0.534 -0.064
H1 -1.606 -1.231 0.375
H2 -2.140 -0.202 -1.384
H3 -0.364 1.294 0.426
H4 2.480 -0.592 0.134
H5 1.877 0.878 0.483



ΔE to the lowest compared entry with this formula, charge and spin values, unit kJ/mol, following the record order: 220.5, 400.9, 61.7, 263.1, 68.4, 303.4.
Calculated total energy values, unit eV, following the record order: -24219.7140, -24217.8436, -14934.2447, -14923.7395, -14925.7569, -14923.3214.